--- A ---
Entry from the Open Molecules 2025 dataset: a 2-piece molecular cluster, C4H12 overall (ωB97M-V/def2-TZVPD).

Geometry as XYZ:
```
16
Properties=species:S:1:pos:R:3:lowdin_charge:R:1
C 2.10 0.37 -1.24 -0.16
C 0.90 -0.47 -1.68 -0.18
H 2.17 1.30 -1.80 0.07
H 2.07 0.57 -0.17 0.05
H 3.03 -0.19 -1.36 0.07
H 0.59 -1.19 -0.91 0.05
H 1.09 -1.09 -2.56 0.07
H 0.09 0.20 -1.96 0.06
C -1.95 -0.47 1.67 0.06
C -1.05 0.67 1.41 -0.03
H -3.00 -0.15 1.42 0.19
H -2.14 -1.30 0.89 0.22
H -1.56 -1.13 2.44 0.15
H -1.38 1.27 0.57 0.11
H -0.10 0.18 1.10 0.13
H -0.87 1.42 2.20 0.14
```

Properties
* gap between HOMO and LUMO (alpha / beta): 11.34 / 4.11 eV
* LUMO level (alpha / beta): -3.655 / -10.879 eV
* charge: +1
* 2S+1: 2
* HOMO energy (alpha / beta): -0.5512 / -0.5509 Ha

=====

--- B ---
Entry from the Open Molecules 2025 dataset: a 2-piece molecular cluster, C4H12 overall (ωB97M-V/def2-TZVPD).

Geometry as XYZ:
```
16
Properties=species:S:1:pos:R:3:lowdin_charge:R:1
C 0.85 0.84 0.37 -0.15
C 2.03 1.41 1.20 -0.10
H 1.24 -0.14 0.04 0.09
H -0.06 0.78 0.96 0.07
H 0.68 1.44 -0.52 0.09
H 1.65 2.39 1.55 0.10
H 2.87 1.69 0.58 0.08
H 2.24 0.76 2.04 0.08
C -1.60 -0.59 -1.29 -0.05
C -1.28 -1.64 -0.28 0.00
H -2.58 -0.89 -1.72 0.14
H -1.77 0.45 -0.97 0.12
H -0.81 -0.60 -2.05 0.12
H -2.09 -1.74 0.46 0.13
H -0.22 -1.40 0.00 0.12
H -1.27 -2.71 -0.59 0.16
```

Properties
* gap between HOMO and LUMO (alpha / beta): 13.06 / 4.44 eV
* LUMO level (alpha / beta): -3.074 / -11.092 eV
* charge: +1
* 2S+1: 2
* HOMO energy (alpha / beta): -0.5931 / -0.5709 Ha

=====

Energies relative to the minimum, eV: A 0.087; B 0.000

=====

--- A ---
Entry from the Open Molecules 2025 dataset: a 2-piece molecular cluster, C4H12 overall (ωB97M-V/def2-TZVPD).

Geometry as XYZ:
```
16
Properties=species:S:1:pos:R:3:lowdin_charge:R:1
C -1.65 1.33 0.66 -0.08
C -1.68 0.89 -0.82 -0.14
H -1.08 0.57 1.34 0.11
H -1.11 2.22 0.67 0.06
H -2.61 1.37 1.08 0.07
H -2.34 -0.08 -0.98 0.12
H -2.14 1.60 -1.49 0.09
H -0.76 0.60 -1.25 0.01
C 0.96 -0.71 0.07 0.03
C 2.38 -1.40 0.06 0.03
H 1.03 0.37 0.21 0.10
H 0.21 -1.11 -0.52 0.07
H 0.68 -1.21 1.08 0.22
H 2.67 -1.81 0.94 0.07
H 3.01 -0.58 -0.27 0.12
H 2.43 -2.06 -0.78 0.11
```

Properties
* gap between HOMO and LUMO (alpha / beta): 12.82 / 4.50 eV
* LUMO level (alpha / beta): -3.306 / -11.239 eV
* charge: +1
* 2S+1: 2
* HOMO energy (alpha / beta): -0.5925 / -0.5784 Ha

=====

--- B ---
Entry from the Open Molecules 2025 dataset: a 2-piece molecular cluster, C4H12 overall (ωB97M-V/def2-TZVPD).

Geometry as XYZ:
```
16
Properties=species:S:1:pos:R:3:lowdin_charge:R:1
C -2.01 1.14 1.75 -0.11
C -0.51 1.17 1.73 -0.06
H -2.44 0.62 0.86 0.13
H -2.45 0.88 2.69 0.09
H -2.43 2.15 1.68 0.09
H -0.24 0.47 2.72 0.21
H -0.04 0.52 0.89 0.12
H 0.05 2.10 1.60 0.09
C 0.71 -1.46 -2.21 -0.09
C 1.89 -0.83 -1.40 -0.06
H 0.89 -2.56 -2.36 0.10
H -0.16 -1.52 -1.59 0.07
H 0.35 -0.92 -3.08 0.09
H 1.63 -0.82 -0.30 0.11
H 2.86 -1.29 -1.59 0.09
H 1.89 0.34 -1.40 0.14
```

Properties
* gap between HOMO and LUMO (alpha / beta): 13.70 / 3.39 eV
* LUMO level (alpha / beta): -3.085 / -11.493 eV
* charge: +1
* 2S+1: 2
* HOMO energy (alpha / beta): -0.6169 / -0.5470 Ha

=====

--- C ---
Entry from the Open Molecules 2025 dataset: a 2-piece molecular cluster, C4H12 overall (ωB97M-V/def2-TZVPD).

Geometry as XYZ:
```
16
Properties=species:S:1:pos:R:3:lowdin_charge:R:1
C 0.85 -1.49 1.24 -0.12
C 1.71 -0.31 1.75 -0.12
H 1.41 -1.83 0.30 0.11
H 0.91 -2.32 1.98 0.12
H -0.16 -1.37 1.03 0.03
H 2.27 -0.76 2.58 0.09
H 2.44 0.00 0.89 0.12
H 1.10 0.45 2.25 0.07
C -0.94 0.32 -1.80 -0.02
C -1.70 1.54 -1.14 -0.02
H 0.11 0.49 -1.39 0.16
H -1.44 -0.65 -1.62 0.11
H -0.92 0.56 -2.85 0.08
H -2.00 1.32 -0.09 0.11
H -1.05 2.43 -1.28 0.10
H -2.60 1.62 -1.84 0.17
```

Properties
* gap between HOMO and LUMO (alpha / beta): 13.20 / 3.27 eV
* LUMO level (alpha / beta): -3.076 / -11.715 eV
* charge: +1
* 2S+1: 2
* HOMO energy (alpha / beta): -0.5983 / -0.5506 Ha

=====

Energies relative to the minimum, eV: A 0.000; B 0.344; C 0.096

=====

--- A ---
Entry from the Open Molecules 2025 dataset: a 2-piece molecular cluster, C4H12 overall (ωB97M-V/def2-TZVPD).

Geometry as XYZ:
```
16
Properties=species:S:1:pos:R:3:lowdin_charge:R:1
C 1.44 -0.16 -1.44 -0.07
C 2.58 0.47 -0.73 -0.11
H 1.72 -1.13 -1.86 0.10
H 0.60 -0.31 -0.67 0.11
H 0.96 0.51 -2.16 0.10
H 3.06 -0.17 0.01 0.09
H 3.32 0.84 -1.48 0.13
H 2.32 1.38 -0.17 0.09
C -1.34 0.21 1.23 -0.05
C -2.66 -0.51 0.91 -0.06
H -0.61 -0.59 0.87 0.14
H -1.28 1.16 0.69 0.09
H -1.15 0.43 2.28 0.10
H -3.43 0.13 1.38 0.14
H -2.76 -1.46 1.45 0.09
H -2.74 -0.71 -0.16 0.09
```

Properties
* gap between HOMO and LUMO (alpha / beta): 14.00 / 4.36 eV
* LUMO level (alpha / beta): -2.931 / -11.214 eV
* charge: +1
* 2S+1: 2
* HOMO energy (alpha / beta): -0.6221 / -0.5722 Ha

=====

--- B ---
Entry from the Open Molecules 2025 dataset: a 2-piece molecular cluster, C4H12 overall (ωB97M-V/def2-TZVPD).

Geometry as XYZ:
```
16
Properties=species:S:1:pos:R:3:lowdin_charge:R:1
C -2.94 -0.26 -0.69 -0.15
C -1.47 -0.16 -1.09 -0.16
H -3.26 -1.27 -0.98 0.07
H -3.32 -0.18 0.34 0.07
H -3.58 0.46 -1.21 0.08
H -0.89 -0.64 -0.29 0.06
H -1.09 0.87 -1.14 0.07
H -1.40 -0.67 -2.04 0.07
C 2.60 -0.41 0.92 -0.03
C 1.84 0.84 0.87 -0.02
H 3.54 -0.29 0.27 0.21
H 2.94 -0.58 1.95 0.13
H 2.16 -1.29 0.42 0.12
H 0.82 0.78 1.39 0.20
H 1.41 1.05 -0.15 0.15
H 2.45 1.63 1.30 0.12
```

Properties
* gap between HOMO and LUMO (alpha / beta): 11.88 / 3.17 eV
* LUMO level (alpha / beta): -3.323 / -11.692 eV
* charge: +1
* 2S+1: 2
* HOMO energy (alpha / beta): -0.5588 / -0.5460 Ha

=====

Energies relative to the minimum, eV: A 0.000; B 0.391

=====

--- A ---
Entry from the Open Molecules 2025 dataset: a 2-piece molecular cluster, C4H12 overall (ωB97M-V/def2-TZVPD).

Geometry as XYZ:
```
16
Properties=species:S:1:pos:R:3:lowdin_charge:R:1
C 1.74 1.30 -1.39 -0.05
C 0.59 1.86 -0.32 -0.03
H 1.72 2.06 -2.08 0.03
H 2.70 1.18 -0.84 0.08
H 1.49 0.26 -1.76 0.08
H -0.07 1.14 0.07 -0.01
H 1.04 2.34 0.61 0.13
H -0.07 2.43 -0.95 0.08
C -1.14 -1.91 1.48 -0.05
C -1.12 -1.16 0.19 -0.05
H -1.08 -1.15 2.36 0.15
H -2.09 -2.42 1.51 0.15
H -0.51 -2.80 1.49 0.11
H -0.05 -1.34 -0.16 0.18
H -1.38 -0.11 0.33 0.08
H -1.77 -1.68 -0.52 0.13
```

Properties
* gap between HOMO and LUMO (alpha / beta): 13.36 / 3.77 eV
* LUMO level (alpha / beta): -3.092 / -11.540 eV
* charge: +1
* 2S+1: 2
* HOMO energy (alpha / beta): -0.6047 / -0.5625 Ha

=====

--- B ---
Entry from the Open Molecules 2025 dataset: a 2-piece molecular cluster, C4H12 overall (ωB97M-V/def2-TZVPD).

Geometry as XYZ:
```
16
Properties=species:S:1:pos:R:3:lowdin_charge:R:1
C 1.16 -1.31 -1.70 -0.14
C 1.54 -0.10 -0.96 -0.12
H 1.66 -2.26 -1.32 0.12
H 0.13 -1.56 -1.57 0.07
H 1.38 -1.35 -2.73 0.08
H 0.83 0.76 -1.22 0.13
H 2.40 0.44 -1.37 0.11
H 1.72 -0.25 0.23 0.15
C -0.86 0.81 0.84 -0.07
C -1.94 0.45 1.91 -0.01
H 0.17 1.00 1.00 0.05
H -0.70 0.14 -0.08 0.14
H -1.20 1.78 0.38 0.12
H -2.92 0.83 1.52 0.11
H -1.46 1.14 2.65 0.15
H -1.90 -0.52 2.43 0.10
```

Properties
* gap between HOMO and LUMO (alpha / beta): 13.57 / 4.60 eV
* LUMO level (alpha / beta): -3.019 / -10.998 eV
* charge: +1
* 2S+1: 2
* HOMO energy (alpha / beta): -0.6095 / -0.5733 Ha

=====

Energies relative to the minimum, eV: A 0.259; B 0.000

=====

--- A ---
Entry from the Open Molecules 2025 dataset: a 3-piece molecular cluster, C3H11O2S overall (ωB97M-V/def2-TZVPD).

Geometry as XYZ:
```
17
Properties=species:S:1:pos:R:3:lowdin_charge:R:1
C 1.37 -0.45 -0.84 -0.11
C 0.12 0.29 -0.27 -0.41
C 0.46 1.01 1.03 -0.74
S -0.75 2.43 1.20 0.08
H 1.10 -1.40 -1.31 0.05
H 2.14 -0.63 -0.10 0.06
H 1.71 0.18 -1.66 0.06
H -0.21 1.11 -0.90 0.02
H -0.72 -0.41 -0.24 0.07
H 1.44 1.48 1.00 0.03
H 0.30 0.46 1.96 0.01
H -2.14 1.37 -1.53 0.01
H -1.92 -0.13 -1.73 0.00
O -2.14 0.67 -2.19 -0.09
H -0.25 -1.24 1.65 -0.01
H 0.02 -2.72 1.78 0.03
O -0.54 -2.02 2.14 -0.07
```

Properties
* gap between HOMO and LUMO: 6.09 eV
* LUMO level: 3.476 eV
* charge: -1
* 2S+1: 1
* HOMO energy: -0.0959 Ha

=====

--- B ---
Entry from the Open Molecules 2025 dataset: a 3-piece molecular cluster, C3H11O2S overall (ωB97M-V/def2-TZVPD).

Geometry as XYZ:
```
17
Properties=species:S:1:pos:R:3:lowdin_charge:R:1
C 1.41 -0.52 -1.20 -0.13
C 1.71 -1.51 -0.04 -0.37
C 0.91 -1.37 1.23 -0.72
S -0.91 -1.94 1.24 0.10
H 1.44 0.40 -0.63 0.05
H 2.21 -0.37 -1.90 0.04
H 0.41 -0.65 -1.66 0.07
H 2.85 -1.30 0.22 0.12
H 1.69 -2.47 -0.42 0.05
H 1.45 -1.92 2.02 0.04
H 0.98 -0.42 1.59 -0.01
H -3.27 3.56 0.66 0.10
H -2.80 3.02 -0.74 0.03
O -3.46 3.69 -0.38 -0.17
H -1.05 0.48 0.55 -0.10
H -1.96 0.33 -0.57 0.03
O -1.60 1.02 0.03 -0.12
```

Properties
* gap between HOMO and LUMO: 6.57 eV
* LUMO level: 3.686 eV
* charge: -1
* 2S+1: 1
* HOMO energy: -0.1060 Ha

=====

Energies relative to the minimum, eV: A 0.000; B 0.090

=====

--- A ---
Entry from the Open Molecules 2025 dataset: one molecule with the formula C19H20N2O4 (ωB97M-V/def2-TZVPD).

Geometry as XYZ:
```
45
Properties=species:S:1:pos:R:3:lowdin_charge:R:1
C -6.75 -2.81 0.15 -0.06
C -5.62 -1.82 0.15 -0.29
C -5.48 -0.90 -0.88 -0.04
C -4.46 0.04 -0.88 -0.01
C -3.55 0.06 0.18 -0.22
C -3.68 -0.86 1.22 -0.02
C -4.71 -1.78 1.20 -0.05
H -4.80 -2.49 2.01 0.11
H -2.98 -0.84 2.04 0.11
N -2.50 0.98 0.26 0.14
C -2.11 1.91 -0.64 -0.44
O -2.62 2.14 -1.71 0.07
C -0.87 2.69 -0.15 -0.05
N 0.33 1.87 -0.25 -0.06
C 0.64 1.09 0.80 -0.39
O -0.08 1.03 1.78 0.05
C 1.97 0.34 0.84 -0.19
C 3.13 1.32 1.10 -0.10
H 2.94 1.91 1.99 0.15
O 4.32 0.61 1.32 -0.01
C 4.53 -0.42 0.44 -0.20
C 5.79 -0.99 0.37 0.00
C 6.05 -2.01 -0.52 -0.09
C 5.05 -2.47 -1.36 -0.09
C 3.78 -1.92 -1.29 0.00
C 3.51 -0.91 -0.38 -0.19
O 2.23 -0.41 -0.33 -0.01
H 2.98 -2.27 -1.92 0.12
H 5.25 -3.26 -2.07 0.10
H 7.03 -2.45 -0.56 0.10
H 6.56 -0.61 1.03 0.12
H 3.24 1.99 0.23 0.14
H 1.91 -0.34 1.70 0.18
C 0.99 1.94 -1.53 -0.01
H 1.71 1.13 -1.64 0.09
H 1.50 2.90 -1.64 0.10
H 0.24 1.85 -2.32 0.10
H -1.01 2.99 0.89 0.13
H -0.74 3.57 -0.78 0.13
H -1.91 0.89 1.09 0.11
H -4.36 0.74 -1.68 0.10
H -6.17 -0.91 -1.70 0.11
H -7.03 -3.07 -0.87 0.07
H -7.62 -2.38 0.64 0.08
H -6.47 -3.71 0.68 0.07
```

Properties
* gap between HOMO and LUMO: 8.87 eV
* LUMO level: 0.684 eV
* 2S+1: 1
* HOMO energy: -0.3007 Ha
* SMILES: Cc1ccc(NC(=O)CN(C)C(=O)[C@@H]2COc3ccccc3O2)cc1

=====

--- B ---
Entry from the Open Molecules 2025 dataset: C19H20N2O4 as an isolated structure (ωB97M-V/def2-TZVPD).

Geometry as XYZ:
```
45
Properties=species:S:1:pos:R:3:lowdin_charge:R:1
C 0.66 -3.92 2.23 -0.03
C -0.15 -3.23 1.23 -0.26
C -0.21 -3.52 -0.17 0.00
C -0.95 -2.37 -0.78 0.00
C -1.51 -1.41 0.34 -0.26
N -0.86 -1.98 1.37 -0.02
C -0.98 -1.41 2.67 -0.16
C -0.47 -0.23 2.89 -0.34
C -0.76 1.10 3.01 0.04
C 0.54 1.74 3.32 0.00
C 1.48 0.69 3.03 -0.18
O 0.88 -0.39 2.88 0.07
H 2.53 0.98 3.47 0.17
H 0.67 2.70 3.36 0.03
H -1.77 1.53 3.04 0.12
H -2.11 -1.18 2.71 0.17
H -0.88 -2.19 3.55 0.19
C -2.31 -0.42 0.17 -0.06
H -2.05 0.38 0.44 -0.03
H -2.74 -0.39 -0.89 0.14
H -3.29 -0.57 0.85 0.17
C -0.96 -2.32 -2.45 -0.29
O -1.04 -3.35 -3.10 0.07
C -1.11 -0.95 -2.99 -0.14
H -1.12 -0.92 -4.01 0.10
O -0.64 0.02 -2.06 -0.07
C 0.09 1.19 -2.62 -0.11
O -0.10 1.11 -4.04 -0.10
C 0.89 1.95 -1.86 -0.26
C 1.01 1.71 -0.41 0.04
C 1.65 2.73 -0.06 -0.14
C 1.90 3.67 -1.08 0.01
N 1.42 3.00 -2.19 -0.11
C 1.52 3.70 -3.44 0.02
H 0.52 3.85 -3.88 0.10
H 1.94 2.71 -4.30 0.22
H 1.90 4.56 -3.46 0.00
H 2.82 4.38 -1.19 0.17
H 2.07 2.93 0.96 0.13
H 0.62 0.88 -0.06 0.07
H -2.17 -0.72 -2.89 0.14
H 0.64 -4.16 -0.93 0.19
H 1.28 -3.09 2.73 0.12
H 1.31 -4.50 1.82 0.01
H -0.17 -4.29 2.77 0.08
```

Properties
* gap between HOMO and LUMO: 6.70 eV
* LUMO level: -0.401 eV
* 2S+1: 1
* HOMO energy: -0.2611 Ha

=====

Energies relative to the minimum, eV: A 0.000; B 16.273